Here is one molecule with the formula C7H7NO2S from OMol25. Energies are from wB97M-V/def2-TZVPD.

Structure (XYZ):
```
18
Properties=species:S:1:pos:R:3:forces:R:3:nbo_charge:R:1
N -0.7386 -3.4045 0.3165 0.1 0.1 -0.5 -0.2609
C -0.8659 -2.3380 -0.1039 -0.4 -2.1 1.1 0.2271
C -1.0086 -0.9883 -0.3504 3.1 3.2 1.3 -0.4357
C 0.1744 -0.3256 -1.1006 -0.1 -0.5 -2.0 -0.2492
C -0.1426 1.1544 -1.2899 -1.0 -0.6 -1.3 -0.1730
C 0.1869 1.8007 -0.1893 -0.4 3.9 -0.4 -0.2101
C 0.8774 0.9497 0.7977 -3.0 -3.1 -2.2 -0.4201
C 1.3186 -0.2304 -0.0644 -0.5 -0.1 -1.3 -0.4234
S -0.6169 0.0586 1.5344 -0.9 -1.6 -0.3 2.0191
O -0.3111 -0.8390 2.6368 0.1 0.8 -1.2 -0.8772
O -1.7336 0.9522 1.6368 -0.1 0.3 0.3 -0.9156
H -1.8735 -0.5073 -0.6450 -2.3 0.1 -0.3 0.2596
H 0.3688 -0.8056 -2.1776 0.0 0.5 2.6 0.2378
H -0.7192 1.5511 -2.1970 0.9 -0.5 1.7 0.2393
H -0.1238 2.8981 -0.0606 0.8 -1.8 0.2 0.2493
H 1.4885 1.2645 1.5385 1.8 1.2 2.2 0.2560
H 1.5824 -1.1523 0.3808 -0.3 -1.0 1.1 0.2450
H 2.1366 -0.0382 -0.6628 2.2 1.1 -0.9 0.2320
```
Positions in Å, forces in eV/Å.

Output
SMILES string: N#C[C@@H]1[C@H]2C=C[C@H](C2)S1(=O)=O
Energy above the lowest of the compared OMol25 structures with the same formula, charge and spin, kcal per mole: 42.6
HOMO, eV: -9.6
Net charge: 0
LUMO energy, Ha: -0.0035
Gap between HOMO and LUMO, eV: 9.498